# 1
Here is a gas-phase ion, C15H8F7O4S (charge -1) at a distorted geometry from OMol25. Energies are from ωB97M-V with the def2-TZVPD basis set.

Values from the calculation:
**SMILES**: Cc1ccc([C@H](Oc2c(F)c(F)c([O-])c(F)c2F)S(=O)(=O)C(F)(F)F)cc1
**Energy above the lowest of the compared OMol25 structures with the same formula, charge and spin**: 0.0 kJ/mol
**Net charge**: -1
**LUMO level**: 2.613 eV

XYZ file:
```
35
Properties=species:S:1:pos:R:3:forces:R:3:lowdin_charge:R:1
C 3.74668 3.73138 -0.54354 0.2 0.1 0.0 -0.066
C 2.51615 2.87313 -0.59215 -0.2 -0.1 0.0 -0.286
C 1.37390 3.26198 0.11469 -0.1 -0.2 -0.1 -0.043
C 0.24906 2.45129 0.13818 0.0 -0.2 -0.1 -0.015
C 0.25274 1.22092 -0.53009 0.4 -0.2 -0.7 -0.181
C -0.95582 0.33344 -0.29079 -0.7 2.5 -1.7 -0.261
O -1.13552 0.26593 1.09137 0.0 1.5 -1.6 0.024
C -1.03050 -1.03135 1.33265 0.0 -4.0 3.2 -0.292
C -2.17001 -1.71368 1.82055 1.1 0.4 -0.1 -0.176
F -3.28789 -0.98600 2.03882 -0.2 -0.1 -0.3 0.078
C -2.12028 -3.03785 2.13580 1.2 -0.1 -0.2 -0.165
F -3.22469 -3.69236 2.52050 -0.4 -0.2 0.1 0.073
C -0.87737 -3.78437 2.04329 -0.1 0.3 -0.2 -0.359
O -0.83787 -5.01953 2.15135 0.1 -0.5 0.3 -0.027
C 0.31937 -2.97528 1.83866 -1.2 -0.1 0.1 -0.164
F 1.50599 -3.57327 2.02413 0.4 -0.1 -0.2 0.074
C 0.23180 -1.66998 1.45949 -0.9 0.4 0.7 -0.169
F 1.33733 -0.90144 1.30231 0.0 -0.1 -0.3 0.092
S -1.07803 -1.12551 -1.54260 0.5 -1.0 0.6 0.854
O -0.63546 -0.61751 -2.82492 -0.4 0.0 0.7 -0.295
O -0.61986 -2.40950 -1.05927 -0.5 1.2 -1.0 -0.244
C -2.94881 -1.27394 -1.77261 -0.4 -0.1 0.9 -0.611
F -3.21168 -2.30240 -2.58886 0.2 0.7 0.4 0.144
F -3.55413 -1.49317 -0.58171 0.4 0.2 -1.2 0.137
F -3.44620 -0.13480 -2.29868 0.2 -0.7 0.2 0.118
C 1.35378 0.86341 -1.30565 0.1 0.3 0.2 -0.025
C 2.47958 1.68770 -1.32749 -0.1 0.1 0.1 -0.029
H 4.55213 3.28596 -1.13241 0.0 0.1 0.1 0.070
H 3.54781 4.73790 -0.93120 0.0 -0.2 0.0 0.078
H 4.09830 3.84919 0.48905 0.0 -0.1 -0.2 0.081
H 1.36821 4.20347 0.66425 0.0 -0.2 -0.1 0.112
H -0.64665 2.75441 0.68256 0.3 -0.1 0.0 0.124
H -1.83880 0.86464 -0.68981 0.1 0.0 -0.1 0.138
H 1.34148 -0.03614 -1.91335 0.1 0.1 0.3 0.101
H 3.34526 1.39334 -1.92256 -0.2 0.1 0.2 0.111
```
Positions in Å, forces in eV/Å.

***

# 2
Here is 5 unconnected molecules or ions with the total composition C35H84N5O6 at a distorted geometry from OMol25. Energies are from ωB97M-V with the def2-TZVPD basis set.

Values from the calculation:
**Multiplicity**: 2
**Net charge**: +4
**LUMO level (alpha / beta)**: -10.237 / -14.512 eV

XYZ file:
```
130
Properties=species:S:1:pos:R:3:forces:R:3:lowdin_charge:R:1
N 0.25348 -0.00352 0.21569 -1.1 0.2 -0.3 -0.574
O 0.05400 1.14731 -0.20633 0.2 -0.1 -0.2 0.190
O -0.33066 -0.95502 -0.23334 -0.2 -0.2 -0.6 0.184
O 0.99910 -0.11388 1.15551 1.2 0.1 1.1 0.220
C 2.83492 1.62376 -5.36409 -1.2 -0.3 0.3 -0.079
C 2.42480 0.13637 -5.18245 1.1 0.3 0.3 -0.231
C 0.92926 -0.19943 -5.14520 0.0 0.0 0.9 -0.166
C 0.14705 0.41815 -3.94410 -0.1 -0.3 -2.8 -0.088
N -1.37849 0.22942 -4.21444 -0.8 -0.4 1.7 -0.183
C -1.92092 0.89856 -5.48445 1.7 2.2 0.4 -0.078
C -3.24407 1.66951 -5.14253 0.2 -1.9 -0.5 -0.090
C -3.46076 1.44024 -3.61064 0.4 0.0 -0.3 -0.118
C -2.09410 0.94116 -3.05124 -1.0 0.2 -0.8 -0.104
C -1.86316 -1.24271 -4.27035 0.5 -1.3 0.7 -0.068
C -1.42903 -2.21484 -3.09983 1.0 0.6 -0.4 -0.219
C -1.82497 -3.69657 -3.23297 -0.8 0.6 -0.4 -0.063
H 3.89795 1.78267 -5.54523 -0.2 -0.2 -0.4 0.089
H 2.61318 2.16433 -4.44392 0.0 0.0 0.3 0.035
H 2.18376 2.11360 -6.08807 0.5 0.0 -0.5 0.081
H 2.96270 -0.15525 -4.28038 -0.4 -0.4 0.5 0.089
H 2.90779 -0.52360 -5.90305 -0.2 0.3 -0.5 0.118
H 0.79571 -1.27898 -5.07572 0.2 -0.1 -0.1 0.111
H 0.48336 0.09557 -6.09507 -0.1 0.2 0.1 0.116
H 0.31587 1.49451 -3.97627 -0.2 0.0 0.3 0.125
H 0.48486 -0.01045 -3.00055 -0.6 -0.1 0.0 0.108
H -1.77676 0.27887 -6.36950 -1.0 -0.5 0.4 0.139
H -1.18136 1.66577 -5.71365 0.2 0.2 0.2 0.125
H -3.97439 1.21536 -5.81221 -0.6 -0.1 0.6 0.120
H -3.23598 2.70627 -5.47892 0.5 0.0 0.4 0.124
H -4.27465 0.75203 -3.38248 0.1 0.0 -0.2 0.115
H -3.69673 2.39112 -3.13289 -0.1 -0.1 0.0 0.107
H -2.14082 0.25319 -2.20708 -0.1 0.0 -0.2 0.101
H -1.55536 1.82850 -2.71882 0.5 -0.2 -0.4 0.122
H -1.55537 -1.61546 -5.24729 0.4 -0.1 0.2 0.131
H -2.94939 -1.32319 -4.31190 -0.2 0.9 0.0 0.143
H -1.83733 -1.88953 -2.14298 -0.2 0.3 -0.1 0.072
H -0.34903 -2.18370 -2.95587 0.2 0.2 -0.2 0.094
H -1.36939 -4.30682 -2.45313 0.0 0.3 0.0 0.045
H -1.58891 -4.17985 -4.18103 0.0 0.3 -0.1 0.094
H -2.90533 -3.68996 -3.08846 -0.1 -0.6 -0.1 0.084
C -3.39181 3.58261 0.25066 -0.3 0.2 0.0 -0.059
C -3.64287 3.45700 1.77461 1.0 -0.5 -1.6 -0.119
N -2.51586 2.65745 2.49796 -1.4 0.0 1.3 -0.201
C -1.13503 3.21999 2.15589 -1.0 -1.1 -0.4 0.017
C -2.87282 2.88392 4.03111 0.3 -1.4 0.7 -0.109
C -4.30615 2.49738 4.55208 0.1 0.9 -0.1 -0.037
C -2.66263 1.11678 2.14060 0.1 0.1 -0.2 -0.049
C -1.79881 0.15730 2.99087 -0.6 0.4 1.9 -0.172
O -2.50962 -0.08086 4.21262 -0.6 0.9 -1.1 -0.214
C -2.15501 -1.06232 5.15768 0.7 0.2 0.6 -0.069
H -3.60023 2.67351 -0.31343 0.0 -0.1 0.1 0.066
H -2.41515 3.95306 -0.06080 0.2 -0.1 0.4 0.070
H -4.02687 4.36266 -0.16926 -0.5 -0.1 0.2 0.099
H -4.55483 2.89488 1.97574 0.1 0.3 -0.1 0.117
H -3.72331 4.46609 2.17880 0.3 -0.3 0.5 0.145
H -1.03918 4.27323 2.41972 -0.3 -0.2 0.1 0.118
H -1.09375 3.07678 1.07613 0.4 0.3 0.2 0.063
H -0.35538 2.61494 2.61867 -0.2 0.1 0.2 0.088
H -2.56728 3.88263 4.34307 -0.3 0.3 -0.8 0.131
H -2.19512 2.25030 4.60326 0.2 -0.2 -0.4 0.109
H -5.02464 2.11046 3.82947 0.3 -0.2 -0.1 0.075
H -4.79225 3.37369 4.98091 0.1 0.3 -0.4 0.090
H -4.27896 1.83842 5.41991 0.5 -0.4 -0.4 0.086
H -2.48604 0.93039 1.08127 0.8 0.7 -0.2 0.099
H -3.72073 0.85518 2.14970 -0.1 0.2 0.9 0.134
H -0.87208 0.68609 3.21369 0.4 0.0 0.1 0.105
H -1.49815 -0.80813 2.58388 -0.4 0.0 -0.9 0.114
H -2.65730 -0.75811 6.07597 -0.3 -0.3 -0.1 0.105
H -1.10205 -1.02234 5.43656 0.3 -0.1 -0.3 0.092
H -2.42727 -2.07967 4.87670 -0.1 0.0 -0.2 0.090
C 3.44197 1.58267 -1.70164 -0.1 -0.2 1.0 -0.045
C 3.35938 1.95569 -0.18615 1.4 -0.1 -0.6 -0.125
N 4.77552 2.30796 0.38606 0.4 0.1 1.4 -0.213
C 5.85747 1.22149 0.05105 -1.6 1.0 -1.1 0.050
C 5.33123 3.61558 -0.19531 -0.1 0.1 -0.6 -0.153
C 6.61342 4.20086 0.42256 -0.4 0.6 0.4 -0.037
C 4.64507 2.36555 1.95973 1.9 -1.2 -1.9 -0.074
C 3.63639 3.26624 2.50554 -2.9 1.2 0.2 -0.228
O 3.34140 4.50261 1.81610 0.3 -0.5 1.3 -0.191
C 2.50812 5.26533 2.74673 0.6 0.0 -1.1 -0.039
H 3.74377 2.35595 -2.40808 0.2 0.3 0.5 0.083
H 2.45281 1.28869 -2.05270 0.0 -0.2 0.2 0.052
H 4.13762 0.75035 -1.80847 -0.3 -0.1 -0.3 0.076
H 3.03688 1.13952 0.46035 0.2 -0.4 -0.4 0.093
H 2.62102 2.72875 0.02672 0.6 0.6 -0.1 0.120
H 6.81680 1.51354 0.47825 -0.4 -0.4 0.4 0.111
H 5.95190 1.29470 -1.03238 0.3 0.1 0.1 0.092
H 5.44972 0.22265 0.20648 0.3 0.1 0.8 0.112
H 4.51032 4.33241 -0.21460 0.2 0.0 0.5 0.124
H 5.47003 3.36041 -1.24589 0.4 0.1 0.0 0.116
H 7.55070 3.64921 0.34987 -0.3 -0.3 -0.2 0.089
H 6.51010 4.55953 1.44666 -0.4 -0.6 0.3 0.086
H 6.80173 5.18220 -0.01290 -0.1 -0.2 -0.8 0.100
H 5.63594 2.51571 2.38837 0.1 0.3 -0.5 0.140
H 4.39608 1.33034 2.19308 -0.1 0.1 0.3 0.135
H 3.74715 3.42194 3.57867 0.9 0.2 0.1 0.140
H 2.68351 2.73844 2.54468 -0.5 -0.4 -0.3 0.106
H 2.24379 6.21613 2.28390 0.4 -0.1 0.0 0.104
H 3.09003 5.40714 3.65743 -0.4 0.2 0.1 0.105
H 1.57138 4.73079 2.90446 0.0 -0.2 0.4 0.068
C 1.84387 -3.97517 1.91654 -1.2 -0.2 0.5 -0.040
C 0.24639 -4.06498 2.10324 1.6 -1.2 -1.9 -0.077
N -0.39110 -5.33551 1.35152 0.0 0.8 0.7 -0.218
C -0.33946 -5.13585 -0.18080 0.9 0.3 1.9 0.019
C 0.41814 -6.57777 1.71899 -0.9 0.2 0.2 -0.174
C 0.37455 -6.99932 3.16649 -0.1 0.6 0.9 -0.054
C -1.89236 -5.48203 1.79466 1.0 -0.4 -0.4 -0.054
C -2.83368 -4.59281 1.00978 -0.6 -0.4 0.4 -0.233
O -2.52702 -3.24814 1.21683 -1.2 2.3 -0.3 -0.206
C -3.58956 -2.28941 0.77295 1.1 -0.8 -0.1 -0.017
H 2.18975 -4.21254 0.91049 -0.4 0.2 -0.2 0.073
H 2.47975 -4.58457 2.55871 -0.5 -0.1 0.3 0.083
H 2.08894 -2.93394 2.12597 0.1 0.0 0.0 0.065
H -0.10151 -3.20044 1.53787 -0.6 -0.2 0.5 0.075
H -0.11085 -4.10929 3.13208 0.2 0.1 -0.2 0.123
H 0.69191 -5.30488 -0.49031 -0.1 -0.3 0.0 0.106
H -0.51201 -4.06431 -0.28149 -0.6 -0.3 -0.6 0.082
H -1.02717 -5.84154 -0.64680 0.1 0.4 -0.1 0.116
H 1.45507 -6.41965 1.42256 -0.2 0.1 -0.3 0.122
H -0.04929 -7.36831 1.13190 0.3 -0.1 -0.2 0.140
H 1.06017 -7.84556 3.21016 -0.5 -0.3 0.4 0.109
H -0.61295 -7.15990 3.59912 -0.2 -1.0 -0.7 0.085
H 0.69316 -6.30373 3.94285 0.9 0.6 -0.5 0.085
H -1.95965 -5.42873 2.88127 0.2 1.0 0.0 0.135
H -2.21825 -6.51676 1.68866 0.3 -0.2 -0.8 0.147
H -3.82429 -4.86307 1.37551 -0.3 0.1 0.2 0.146
H -2.87671 -4.80026 -0.05943 0.3 -0.3 -0.1 0.120
H -4.38189 -2.13997 1.50641 0.2 -0.3 0.2 0.102
H -4.03468 -2.55950 -0.18466 0.0 -0.6 0.0 0.091
H -3.11979 -1.33120 0.55102 0.4 -0.1 0.4 0.050
```
Positions in Å, forces in eV/Å.

***

# 3
Here is 2 unconnected molecules or ions with the total composition C5H10OS at a distorted geometry from OMol25. Energies are from ωB97M-V with the def2-TZVPD basis set.

Values from the calculation:
**SMILES**: CC(C)=S.C=CO
**Energy above the lowest of the compared OMol25 structures with the same formula, charge and spin**: 258.5 kJ/mol
**Net charge**: 0
**LUMO level**: -0.036 eV

XYZ file:
```
17
Properties=species:S:1:pos:R:3:forces:R:3:lowdin_charge:R:1
C 1.69149 -1.29320 -0.16168 -2.3 -1.2 0.9 -0.148
C 1.64302 -0.01448 0.57213 0.3 2.7 -0.8 -0.841
C 0.83426 0.19069 1.81641 0.8 -0.4 -0.6 -0.138
S 2.36233 1.31618 -0.05137 0.2 -0.4 0.0 0.694
H 0.66227 -1.83117 -0.12772 1.5 1.1 -0.7 0.122
H 2.24114 -1.97644 0.40329 1.0 -1.3 1.8 0.055
H 2.30026 -1.37101 -1.03952 -0.5 0.8 -1.1 0.068
H 1.23767 0.74366 2.61857 1.7 0.7 0.6 0.068
H 0.62630 -0.73571 2.20619 -1.0 -2.3 1.1 0.047
H -0.05073 0.75046 1.72771 -1.5 0.4 -1.1 0.063
C -1.33274 1.29119 -1.12642 1.6 -1.6 -0.9 -0.025
C -2.42573 0.55789 -0.94696 -2.4 2.7 -0.2 -0.296
O -2.74382 -0.68973 -1.40225 -0.7 0.6 0.4 -0.010
H -0.43696 0.88688 -1.65491 -0.7 0.0 0.6 0.063
H -1.17734 2.30249 -0.81691 -0.6 0.4 0.3 0.046
H -3.38199 1.21063 -0.64865 1.9 -2.1 -0.2 0.149
H -2.04943 -1.33834 -1.36792 0.8 0.0 0.0 0.084
```
Positions in Å, forces in eV/Å.

***

# 4
Here is 2 unconnected molecules or ions with the total composition C3H8S at a distorted geometry from OMol25. Energies are from ωB97M-V with the def2-TZVPD basis set.

Values from the calculation:
**Multiplicity**: 2
**Energy above the lowest of the compared OMol25 structures with the same formula, charge and spin**: 189.9 kJ/mol
**Net charge**: -1
**LUMO level (alpha / beta)**: 3.340 / 3.284 eV

XYZ file:
```
12
Properties=species:S:1:pos:R:3:forces:R:3:lowdin_charge:R:1
S 3.02833 1.79014 -4.05601 0.1 -0.2 1.2 -0.185
H 3.03690 2.41018 -5.23064 -0.1 0.0 -0.9 -0.342
H 2.57506 0.55770 -4.43590 0.0 0.1 -0.3 -0.324
C -1.81802 -0.05688 0.99840 0.6 0.1 0.2 -0.159
C -0.89920 -0.47378 2.15374 -1.2 -0.2 -1.4 -0.241
C 0.15097 -1.23166 1.90828 0.9 -0.2 0.2 -0.071
H -1.96717 -0.78819 0.20515 0.0 -0.4 0.3 0.059
H -2.77427 0.24840 1.40770 -0.3 0.2 -0.2 0.048
H -1.35127 0.76631 0.45368 -0.2 0.4 0.2 0.059
H -1.28471 -0.11466 3.09844 0.7 -0.1 0.4 0.078
H 0.92753 -1.54686 2.59627 -0.3 0.1 0.5 0.039
H 0.37585 -1.56070 0.90089 -0.2 0.1 -0.2 0.039
```
Positions in Å, forces in eV/Å.

***

Which of these has the highest net charge? C35H84N5O6